No. 1
ORCA calculation (ωB97M-V/def2-TZVPD) on C16H25HfNO4Si as an isolated structure in a non-equilibrium geometry.

Values from the calculation:
net charge: +2
LUMO: -8.7 eV
E_tot: -1317.33136 hartree
Kohn-Sham gap: 6.80 eV

Each line ends with the Mulliken charge.
Element x y z (Å)
Hf 0.240 0.530 -0.243  0.758
O 3.521 -1.217 2.705  -0.390
C 2.516 -0.621 2.148  0.357
O 2.489 -0.252 0.975  -0.630
C 1.320 -0.420 3.003  0.400
C 1.277 -0.559 4.375  -0.565
C 0.047 -0.386 5.010  -0.469
C -1.083 -0.156 4.243  -0.615
C -0.932 -0.024 2.868  0.589
N 0.248 -0.108 2.271  -0.058
C -2.108 0.214 1.937  0.207
O -3.230 0.163 2.329  -0.502
O -1.713 0.491 0.706  -0.568
H 4.268 -1.361 2.099  0.424
H 2.178 -0.781 4.930  0.527
H -0.016 -0.451 6.088  0.498
H -2.069 -0.070 4.678  0.545
C -0.927 3.495 1.588  -1.331
Si -0.093 3.192 -0.083  0.673
C -1.175 3.415 -1.667  1.481
C -1.475 4.910 -1.853  -1.743
C -0.465 2.864 -2.906  -1.327
C -2.493 2.654 -1.473  -1.366
C 1.808 3.551 -0.058  1.821
C 2.565 2.751 -1.123  -1.342
C 2.327 3.153 1.331  -2.025
C 2.051 5.053 -0.271  -1.790
H -1.024 4.564 1.799  0.501
H -0.360 3.063 2.414  0.376
H -1.935 3.081 1.611  0.380
H -0.572 5.485 -2.059  0.372
H -1.960 5.334 -0.972  0.408
H -2.154 5.044 -2.699  0.471
H 0.465 3.388 -3.125  0.297
H -1.114 2.991 -3.775  0.505
H -0.253 1.778 -2.821  0.225
H -3.058 3.023 -0.617  0.350
H -2.342 1.575 -1.339  0.226
H -3.118 2.793 -2.357  0.545
H 2.437 1.649 -1.006  0.252
H 3.636 2.943 -1.028  0.490
H 2.281 3.032 -2.137  0.266
H 2.109 2.105 1.563  0.563
H 1.901 3.787 2.108  0.379
H 3.410 3.295 1.364  0.573
H 1.700 5.386 -1.249  0.385
H 3.120 5.273 -0.214  0.465
H 1.548 5.646 0.494  0.414

No. 2
ORCA calculation (ωB97M-V/def2-TZVPD) on one molecule with the formula C6H12O.

Values from the calculation:
LUMO: 1.0 eV
E_tot: -311.01440 hartree
Kohn-Sham gap: 10.62 eV
energy relative to the best compared isomer or geometry (same formula, charge and spin): 117.8 kJ/mol
structure (SMILES): CCC[C@H]1C[C@H]1O

Each line ends with the Mulliken charge.
Element x y z (Å)
C 1.320 1.548 1.988  -1.274
C 0.064 0.978 1.337  -0.402
C 0.372 0.021 0.185  -0.508
C -0.889 -0.515 -0.470  -0.105
C -1.208 -0.223 -1.918  -0.895
C -0.793 -1.597 -1.510  -0.082
O 0.472 -2.007 -1.936  -0.524
H 1.982 0.742 2.327  0.309
H 1.886 2.166 1.283  0.320
H 1.080 2.174 2.855  0.363
H -0.576 1.795 0.979  0.323
H -0.524 0.446 2.096  0.300
H 0.972 -0.817 0.573  0.280
H 1.000 0.518 -0.564  0.301
H -1.743 -0.585 0.205  0.413
H -0.470 0.349 -2.476  0.266
H -2.238 -0.054 -2.216  0.263
H -1.551 -2.383 -1.504  0.307
H 0.846 -2.555 -1.234  0.343

No. 3
ORCA calculation (ωB97M-V/def2-TZVPD) on a 2-piece molecular cluster, C2H7NO4 overall in a non-equilibrium geometry.

Values from the calculation:
LUMO: 0.3 eV
E_tot: -436.01522 hartree
Kohn-Sham gap: 8.39 eV
energy relative to the best compared isomer or geometry (same formula, charge and spin): 363.0 kJ/mol
structure (SMILES): NC(O)=C(O)O.O

Each line ends with the Mulliken charge.
Element x y z (Å)
C 0.041 -0.345 0.914  -0.191
C 0.551 -0.049 -0.378  0.742
N -0.070 -0.744 -1.433  -0.629
O -1.168 -0.869 1.087  -0.483
O 0.724 -0.035 2.012  -0.440
O -1.005 2.031 0.121  -0.782
O 1.944 -0.134 -0.450  -0.523
H -1.342 -1.382 0.266  0.378
H 0.105 -0.071 2.759  0.367
H -1.960 1.890 0.205  0.250
H 2.219 0.616 -0.995  0.362
H -0.114 1.412 -0.361  0.567
H 0.245 -0.568 -2.380  0.223
H -0.170 -1.752 -1.369  0.160

No. 4
ORCA calculation (ωB97M-V/def2-TZVPD) on a 2-piece molecular cluster, C4H10NOP overall in a non-equilibrium geometry.

Values from the calculation:
LUMO (alpha / beta): -0.7 / -0.8 eV
E_tot: -629.57574 hartree
Kohn-Sham gap (alpha / beta): 8.11 / 6.70 eV
energy relative to the best compared isomer or geometry (same formula, charge and spin): 515.2 kJ/mol

Each line ends with the Mulliken charge.
Element x y z (Å)
C 0.401 -2.109 1.297  -0.823
C -1.084 1.052 0.324  0.288
C -2.340 1.767 0.048  -1.032
C 1.272 -1.346 -1.448  -0.909
N -0.633 -0.035 -0.182  -0.490
O 2.356 1.459 0.584  -0.717
P 0.747 -0.840 0.222  0.706
H -0.437 -1.870 1.839  0.271
H 1.140 -2.727 1.768  0.298
H -0.661 1.528 1.226  0.304
H -1.857 2.644 -0.496  0.284
H -2.933 1.211 -0.602  0.312
H -2.843 2.073 0.923  0.328
H 2.275 -0.901 -1.580  0.270
H 1.102 -2.344 -1.656  0.423
H 0.507 -0.867 -2.175  0.268
H 2.988 1.306 -0.091  0.219

No. 5
ORCA calculation (ωB97M-V/def2-TZVPD) on C3H4HoLiO3 as an isolated structure in a non-equilibrium geometry.

Values from the calculation:
net charge: +2
LUMO (alpha / beta): -8.3 / -8.0 eV
E_tot: -1297.33536 hartree
Kohn-Sham gap (alpha / beta): 8.30 / 7.72 eV
energy relative to the best compared isomer or geometry (same formula, charge and spin): 171.9 kJ/mol
multiplicity: 5
⟨S²⟩: 6.01

Each line ends with the Löwdin spin population.
Element x y z (Å)
H -2.544 -1.158 0.812  0.000
C -1.816 -0.765 0.072  0.000
C -0.679 -1.733 0.049  0.000
O 0.480 -1.335 0.195  -0.002
C 2.624 1.739 -0.651  0.752
O 3.805 1.486 -0.126  0.155
Ho 0.749 0.849 0.791  3.073
O -1.403 0.526 0.350  -0.003
H -2.317 -0.863 -0.913  0.000
H -0.853 -2.718 -0.419  0.000
H 4.496 2.057 -0.497  0.028
Li -2.542 1.914 0.337  -0.001

No. 6
ORCA calculation (ωB97M-V/def2-TZVPD) on C16H34N3OPSSiSn as an isolated structure in a non-equilibrium geometry.

Values from the calculation:
LUMO: -0.6 eV
E_tot: -2112.78499 hartree
Kohn-Sham gap: 4.64 eV

Each line ends with the Mulliken charge.
Element x y z (Å)
Sn -0.164 -0.042 0.231  0.908
Si -1.625 -1.170 2.138  0.603
P -2.740 1.058 -0.281  0.707
N 0.103 2.034 0.239  -0.673
H 0.491 -2.399 -1.526  -0.170
C -2.696 1.769 -1.972  -1.200
H -3.721 2.097 -2.205  0.430
H -2.367 0.996 -2.681  0.242
H -2.004 2.621 -1.988  0.319
C -4.193 -0.018 -0.538  -1.242
H -4.993 0.640 -0.912  0.453
H -4.493 -0.500 0.401  0.303
H -3.957 -0.779 -1.298  0.273
C -3.463 2.471 0.632  -1.295
H -4.447 2.696 0.187  0.432
H -2.794 3.339 0.522  0.353
H -3.574 2.215 1.696  0.305
C -2.277 -2.903 1.798  -1.046
H -1.526 -3.526 1.289  0.247
H -3.186 -2.866 1.183  0.282
H -2.533 -3.392 2.751  0.374
H -0.866 -1.310 3.427  -0.193
H -2.821 -0.305 2.350  -0.179
C 0.348 2.940 1.157  0.051
C 1.504 5.041 1.769  -0.383
C 1.161 4.096 0.819  -0.450
C -0.138 2.877 2.527  0.157
C 0.209 3.842 3.458  -0.721
C 1.016 4.934 3.088  -0.387
H 2.160 5.870 1.489  0.331
H 1.503 4.151 -0.223  0.329
H -0.777 2.021 2.781  0.141
H -0.152 3.742 4.483  0.336
H 1.273 5.690 3.827  0.333
C -0.225 -1.884 -2.194  1.325
O -0.350 -0.551 -1.730  -0.661
C 0.354 -1.845 -3.605  -1.473
H 0.015 -2.715 -4.179  0.413
H 1.450 -1.867 -3.580  0.295
H 0.046 -0.929 -4.128  0.304
C -1.546 -2.633 -2.184  -1.236
H -2.285 -2.124 -2.822  0.225
H -1.984 -2.752 -1.190  0.108
H -1.387 -3.642 -2.597  0.502
C 3.818 -3.656 -0.224  -1.053
N 2.969 -2.598 0.329  -0.032
C 3.153 -1.299 0.108  0.165
S 2.322 -0.069 0.975  -0.245
N 4.099 -0.901 -0.811  -0.329
C 5.520 -0.967 -0.433  -0.908
H 4.342 -3.259 -1.101  0.396
H 3.195 -4.517 -0.493  0.341
H 4.568 -3.969 0.516  0.339
H 2.189 -2.829 0.942  0.241
H 3.865 0.035 -1.154  0.355
H 6.112 -1.064 -1.355  0.300
H 5.800 -0.050 0.097  0.317
H 5.702 -1.841 0.198  0.344